# 1
ORCA calculation (ωB97M-V/def2-TZVPD) on an isolated molecule of C5H8O2.

```
! wB97M-V def2-TZVPD RIJCOSX def2/J DEFGRID3
* xyz 0 1
C -0.0092 -3.5713 0.3460
C -0.0700 -2.4826 -0.1599
C -0.3497 -1.1737 -0.7469
O 0.0404 -0.1431 0.1295
C -0.4025 1.1407 -0.2712
C 0.2733 2.1263 0.6613
O 1.6750 2.0525 0.5540
H -0.0592 -4.5079 0.8525
H 0.1150 -1.0582 -1.7399
H -1.4407 -1.1795 -0.8773
H -0.1003 1.3416 -1.3100
H -1.5005 1.2419 -0.2124
H -0.0162 3.1428 0.3811
H -0.0666 1.9452 1.6941
H 1.9112 1.1253 0.6991
*
```

Output
* F_max: 0.0110 Eh/bohr
* LUMO energy: 0.920 eV
* ΔE to the lowest compared entry with this formula, charge and spin: 283.81 kJ/mol
* SMILES string: C#CCOCCO
* total energy: -345.6969 Eh
* E_HOMO: -10.11 eV

---

# 2
ORCA calculation (ωB97M-V/def2-TZVPD) on a cluster of 2 separate species, C3H5NO2 in total.

```
! wB97M-V def2-TZVPD RIJCOSX def2/J DEFGRID3
* xyz 0 1
C -0.6347 -1.4137 -0.4502
C -0.3895 -0.1099 -0.2051
C -0.9036 1.2173 0.1456
N 1.8882 -0.2342 0.4082
O 2.2749 -1.2619 0.0317
O 2.3526 0.7816 0.7434
H 0.1223 -2.1626 -0.7050
H -1.6478 -1.5634 -0.6735
H -1.2317 1.8628 -0.7418
H -0.0620 1.7454 0.6270
H -1.7686 1.1385 0.8196
*
```

Output
* F_max: 0.1154 Eh/bohr
* LUMO energy (spin up / spin down): 0.048 / -0.315 eV
* ΔE to the lowest compared entry with this formula, charge and spin: 655.51 kJ/mol
* total energy: -322.3247 Eh
* E_HOMO (spin up / spin down): -8.91 / -8.39 eV

---

# 3
ORCA calculation (ωB97M-V/def2-TZVPD) on the ion C5H9N2O with charge +1.

```
! wB97M-V def2-TZVPD RIJCOSX def2/J DEFGRID3
* xyz 1 1
C 1.8675 -0.8850 -0.1412
C 0.6330 -1.3104 -0.3328
C 0.0495 1.3789 -0.2293
C 2.1940 0.4872 0.3988
C -0.8019 0.1697 0.1684
N 1.3069 1.5092 -0.1376
N -2.1228 -0.1987 -0.5589
O -1.1705 0.1886 1.4916
H 2.6802 -1.4837 -0.4092
H 0.1876 -2.1520 -0.8355
H -0.4359 2.1830 -0.7016
H 2.4465 0.2890 1.4047
H 3.2302 0.6408 0.0147
H -2.3742 -0.9989 -0.0365
H -1.9941 -0.4833 -1.4556
H -2.8290 0.6215 -0.2021
H -0.5192 0.3602 2.2096
*
```

Output
* F_max: 0.1486 Eh/bohr
* LUMO energy: -3.698 eV
* ΔE to the lowest compared entry with this formula, charge and spin: 528.25 kJ/mol
* total energy: -380.2506 Eh
* E_HOMO: -13.27 eV